The following is a DFT calculation (ωB97M-V with the def2-TZVPD basis set) of a cluster of 13 separate species, C78H65N13O26 in total in a non-equilibrium geometry.

Cartesian coordinates (Å):
O: 11.6150 16.6162 16.9695
O: 15.2224 15.0689 14.4023
O: 13.1482 10.5375 21.8063
O: 14.5849 13.4386 23.3787
O: 12.4864 14.9053 15.9740
O: 14.3647 8.7820 21.4895
O: 13.1343 20.1839 20.2609
O: 6.6367 16.4403 18.4069
O: 14.4603 13.6656 21.2319
O: 11.0899 15.4451 23.9982
O: 12.0300 11.7711 15.4461
O: 15.7889 12.4071 17.5628
O: 11.6265 15.0116 26.0256
O: 7.6291 16.7534 24.3398
O: 6.7657 17.0130 16.2825
O: 18.1412 18.2957 24.4191
O: 10.0595 9.0569 21.5653
O: 14.4670 16.9205 13.6265
O: 9.2699 10.4943 20.1717
O: 6.4150 19.1121 13.6032
O: 11.9706 20.8739 18.5962
O: 18.4977 17.1399 22.6185
O: 14.5141 10.6739 17.7989
O: 8.2717 14.8331 25.1685
O: 6.1941 16.9675 13.2004
O: 10.6465 10.6893 14.2012
N: 14.8597 16.2160 14.5205
N: 6.8672 17.9695 13.4356
N: 11.4826 11.5438 14.3549
N: 11.1813 14.6388 24.9410
N: 17.7353 17.6171 23.4431
N: 7.0094 16.2477 17.2386
N: 12.0504 15.4613 16.9878
N: 15.1467 11.4467 17.0899
N: 13.8969 9.6596 22.2066
N: 12.1859 20.1331 19.5421
N: 14.8870 13.1063 22.2421
N: 8.0203 16.0406 25.2997
N: 10.0295 9.5868 20.4746
C: 15.7519 12.2133 14.7899
C: 14.3801 16.8574 21.8842
C: 11.1791 14.4070 20.4872
C: 10.4291 18.7426 14.3703
C: 10.8988 18.5460 21.0218
C: 14.8133 16.7656 18.2134
C: 12.3574 13.3462 18.2171
C: 7.7069 18.6161 28.0511
C: 12.5445 8.0188 17.4694
C: 11.5781 13.0826 20.4975
C: 10.9856 9.0503 19.3856
C: 8.8809 18.3612 19.1083
C: 10.0066 12.9214 23.5633
C: 14.8409 16.8726 15.8879
C: 13.8303 10.4310 25.8973
C: 10.0122 19.0804 18.8449
C: 7.8545 14.5496 15.6690
C: 7.9752 17.8650 29.1789
C: 17.5625 10.6758 23.0777
C: 10.7151 13.2312 24.7434
C: 14.5199 18.8571 17.0826
C: 9.7066 17.8495 21.3171
C: 14.9342 16.0880 17.0193
C: 8.6838 17.7410 20.3587
C: 12.1457 12.5374 19.3534
C: 14.4604 8.3198 24.2170
C: 13.6715 10.5883 24.4949
C: 8.3635 17.8719 13.6238
C: 9.7992 10.6168 24.3389
C: 8.4454 13.3403 15.4443
C: 11.5833 8.9293 17.1179
C: 11.0014 19.2144 19.8082
C: 14.4674 10.2326 15.0693
C: 15.1159 11.3029 15.6112
C: 13.0042 14.1373 12.1772
C: 8.5064 15.9604 27.7418
C: 8.0896 16.7013 26.6544
C: 16.5622 11.6319 23.2634
C: 15.7679 11.9763 13.4064
C: 12.3758 13.8730 10.9757
C: 14.0366 17.5986 24.1072
C: 11.4019 12.9140 10.9438
C: 11.1322 12.1058 12.0338
C: 17.2372 10.7367 20.6697
C: 14.6847 8.2306 25.5795
C: 11.8830 12.3203 13.2019
C: 8.4564 16.5438 29.0108
C: 12.7893 13.3860 13.2962
C: 7.6948 14.9443 16.9740
C: 7.7126 18.0366 26.8153
C: 14.3326 9.2522 26.4337
C: 10.3574 16.5934 13.3462
C: 11.9560 14.6644 18.2348
C: 10.4358 10.9974 25.5062
C: 17.9014 10.2337 21.7960
C: 11.0907 17.5775 13.9561
C: 8.9872 16.6795 13.2006
C: 9.0625 18.8926 14.2257
C: 14.6052 18.1485 18.2752
C: 14.4391 10.0621 13.7008
C: 15.7612 16.9398 22.0448
C: 11.3562 15.2071 19.3441
C: 8.8061 13.0282 17.7338
C: 15.1121 10.9263 12.8392
C: 14.6185 18.2112 15.8842
C: 12.7135 7.5924 18.7347
C: 10.8761 12.3117 25.7429
C: 9.5740 11.6083 23.3902
C: 16.2949 11.7271 20.8293
C: 13.5122 17.1468 22.9228
C: 14.0036 9.4968 23.6790
C: 15.9569 12.1055 22.1123
C: 15.4174 17.6873 24.3231
C: 8.9265 12.5625 16.5111
C: 8.1167 14.1625 18.0643
C: 10.7927 9.4664 18.1015
C: 11.9407 8.1323 19.7482
C: 16.2843 17.3873 23.2542
H: 11.5140 9.2018 16.1116
H: 10.8330 15.7077 12.9814
H: 13.4568 6.8114 18.7864
H: 15.1213 10.8938 11.7587
H: 13.2399 13.6395 14.2321
H: 9.5708 17.2660 22.2211
H: 9.7088 13.6392 22.8071
H: 12.5552 11.5245 19.3860
H: 11.0720 19.5175 14.7686
H: 13.7471 14.9189 12.2370
H: 9.4798 11.6482 16.3373
H: 7.4187 18.6488 25.9722
H: 12.8077 12.9820 17.2943
H: 16.1769 12.7291 12.7710
H: 13.7475 11.3701 26.4224
H: 10.3551 11.3388 12.0011
H: 15.1433 7.3381 25.9932
H: 13.9586 16.5541 20.9414
H: 15.7309 12.1600 20.0096
H: 12.5437 14.4463 10.0832
H: 10.9589 12.6720 10.0094
H: 7.7832 17.1451 20.5704
H: 13.1808 7.5957 16.6889
H: 18.5378 9.3961 21.6509
H: 8.6168 13.0397 14.4034
H: 10.5735 10.2155 26.2474
H: 12.1466 17.5079 14.1122
H: 14.0690 9.4758 15.7271
H: 7.7971 18.3726 30.1401
H: 14.8457 16.1829 19.1414
H: 18.1158 10.3107 23.9280
H: 13.8811 9.2039 13.2942
H: 12.4343 17.0663 22.8060
H: 9.4041 12.5502 18.4715
H: 14.6939 7.4297 23.6367
H: 8.7952 14.9329 27.6419
H: 14.5833 9.1361 27.4703
H: 11.5156 12.5972 26.5690
H: 8.5898 19.7658 14.6247
H: 10.0346 10.2070 17.8892
H: 14.6025 18.7446 14.9806
H: 11.4594 12.4313 21.3519
H: 9.0590 11.3651 22.4758
H: 14.4316 18.6181 19.2425
H: 15.1005 15.0373 17.0800
H: 10.7410 14.8581 21.3557
H: 15.8268 17.9499 25.3012
H: 14.3639 19.9052 17.1092
H: 8.6865 15.9508 29.8759
H: 13.4616 11.5791 24.0919
H: 16.2696 11.9049 24.2423
H: 16.2831 13.0453 15.1574
H: 11.9769 7.7756 20.7492
H: 16.3869 16.8477 21.1690
H: 9.4662 9.5873 24.2348
H: 7.4925 15.1461 14.8312
H: 7.3891 19.6347 28.1207
H: 11.6325 18.7598 21.7951
H: 13.4472 17.7914 24.9907
H: 8.1120 18.3396 18.3819
H: 17.5988 10.4335 19.6921
H: 8.4371 15.8217 12.8185
H: 11.0084 16.2193 19.3040
H: 10.0277 19.6319 17.9049
H: 8.0453 14.5984 19.0624



The following is a DFT calculation (ωB97M-V with the def2-TZVPD basis set) of a structure of composition C18H17AsN2O8SW.

Cartesian coordinates (Å):
W: 0.1091 0.1082 0.4031
As: 1.8749 2.4001 1.8420
S: 0.0883 -0.6304 3.0228
O: 1.7692 3.8771 1.2419
O: -1.1300 1.5413 0.5143
O: 1.2500 -0.5249 2.0618
O: -0.0375 -1.7495 3.8569
O: 3.3640 1.6839 2.2850
O: 0.5477 -1.5090 -0.3690
O: 1.4634 1.2690 0.3636
O: -1.0176 -0.5294 1.9268
N: -0.4923 0.2142 -1.5627
N: -0.2964 -0.9137 -2.3548
C: -0.5917 0.9207 5.0652
C: -1.3164 2.4792 -1.5955
C: -0.9495 1.2875 -2.2418
C: 0.6504 -3.1570 -2.1370
C: 0.2673 -1.8416 -1.6850
C: 1.3619 -5.6715 -3.0232
C: -0.7129 2.1211 5.7633
C: 1.5602 -5.3326 -1.6908
C: 0.5250 3.2505 4.0300
C: 0.4526 -3.4981 -3.4800
C: -0.1692 3.2755 5.2431
C: 1.2061 -4.0743 -1.2409
C: -1.0856 1.1900 -3.7181
C: 0.0952 0.8943 3.8658
C: 0.6850 2.0625 3.3323
C: -1.4655 2.5776 -0.2449
C: -2.0054 3.7563 0.4756
C: 0.8102 -4.7572 -3.9158
H: -1.8187 0.4180 -3.9618
H: 1.9908 -6.0492 -1.0058
H: -0.1435 0.8647 -4.1609
H: 0.9546 4.1666 3.6427
H: -2.9172 4.1118 -0.0033
H: -1.0269 0.0103 5.4574
H: 0.6629 -5.0320 -4.9507
H: -1.6115 3.3184 -2.2069
H: -1.3972 2.1406 -4.1383
H: -1.2388 2.1384 6.7078
H: 1.3620 -3.8070 -0.2047
H: -0.2639 4.2114 5.7769
H: 1.6402 -6.6570 -3.3720
H: -2.2075 3.5131 1.5156
H: -1.2663 4.5611 0.4312
H: 4.1310 2.0936 1.8492
H: 0.0237 -2.7789 -4.1642

Computed properties:
charge: +2



The following is a DFT calculation (ωB97M-V with the def2-TZVPD basis set) of a structure of composition C38H37MnN8O2Se in a non-equilibrium geometry.

Cartesian coordinates (Å):
Se: 0.9272 -2.4164 -0.7199
Mn: 0.5343 0.3381 -0.0088
O: 2.3005 1.1168 -3.2286
O: 2.3015 -0.7888 3.4670
N: 1.2455 2.4289 0.1627
N: 0.5063 0.4801 -1.9331
N: -1.7388 2.1574 1.4628
N: -1.5143 0.3382 0.0418
N: 1.3488 5.2424 0.7163
N: 2.2399 -0.1438 0.0540
N: 0.6366 -0.1551 1.9785
N: 1.1252 5.6934 -1.5482
C: -1.6892 2.5411 -1.9311
C: 4.2196 0.0403 1.2739
C: 1.9117 -0.4500 2.3566
C: -1.2685 -2.4481 2.1420
C: -2.3487 -1.2216 3.9886
C: -0.3599 -0.2273 3.0151
C: -3.7098 0.9777 0.7823
C: 0.9530 -7.1400 -0.3553
C: -2.1048 -0.5913 -0.7396
C: -0.3993 0.7459 4.0339
C: 1.8194 0.6968 -2.1769
C: -2.4256 -0.2261 4.9421
C: -0.2913 -0.2928 -4.1299
C: -1.4585 1.5184 -3.0146
C: -1.4333 0.7360 4.9637
C: 4.8383 0.5171 0.1120
C: 0.8380 -1.2698 -4.2589
C: 2.7518 0.4458 -1.0277
C: 1.2018 4.7504 -0.5306
C: -2.3656 1.5460 -4.0713
C: 0.9544 -5.1368 -1.6938
C: -0.4063 0.5853 -3.0242
C: -2.2765 0.6662 -5.1284
C: -3.4638 -0.7743 -0.8105
C: 0.6431 1.8220 4.2017
C: 1.1648 3.4021 -0.8182
C: -2.3202 1.1284 0.7798
C: 0.8723 -4.3429 -0.5481
C: 0.9990 -6.5191 -1.5968
C: 0.8350 -4.9739 0.6962
C: -1.3297 -1.2499 3.0408
C: 0.8660 -6.3584 0.7880
C: -4.2900 0.0226 -0.0221
C: 4.0959 0.7807 -1.0302
C: 1.5932 4.2851 1.6497
C: 1.5593 2.9447 1.3987
C: 2.8696 -0.2227 1.2195
C: -1.2353 -0.2455 -5.1464
H: 0.8296 -6.8301 1.7639
H: 1.1027 3.0755 -1.8488
H: -1.4439 -1.2364 -1.3050
H: 1.6312 1.4586 3.9353
H: 1.0748 -7.1153 -2.4996
H: -2.7096 2.4586 -1.5501
H: 0.8642 6.6112 -1.2292
H: 0.6759 2.1275 5.2477
H: 5.8990 0.7294 0.1236
H: -0.7330 2.1173 1.5726
H: -1.4385 1.4982 5.7354
H: -3.1570 2.2878 -4.0470
H: 4.7658 -0.0755 2.1985
H: -1.0041 2.4313 -1.1032
H: 0.4153 2.7053 3.6010
H: 0.6765 -1.9286 -5.1133
H: -5.3646 -0.1032 -0.0381
H: -1.1421 -0.9408 -5.9725
H: 1.8247 4.6468 2.6470
H: 0.8058 -4.3790 1.5993
H: -1.5475 -3.3440 2.6996
H: 0.9927 -4.6521 -2.6616
H: -4.3089 1.6353 1.3975
H: 1.8056 2.2295 2.1682
H: 1.0008 -8.2196 -0.2776
H: 0.6912 5.3918 -2.4034
H: -3.0019 0.6926 -5.9326
H: -1.5671 3.5463 -2.3397
H: -0.2666 -2.5720 1.7477
H: -3.2103 -0.2242 5.6887
H: 1.7777 -0.7337 -4.3997
H: -2.2372 2.5072 2.2634
H: -3.0770 -2.0252 3.9876
H: 0.9436 -1.8736 -3.3590
H: -3.8660 -1.5354 -1.4633
H: -1.9486 -2.3642 1.2967
H: 4.5243 1.2495 -1.9038

Computed properties:
charge: -1
2S+1: 6



The following is a DFT calculation (ωB97M-V with the def2-TZVPD basis set) of a structure of composition C25H21N4O3PdSSe2.

Cartesian coordinates (Å):
Pd: -1.0126 -0.7655 -0.3430
Se: -4.2998 -2.3819 -1.4865
Se: -3.2082 -3.2557 0.3673
S: 4.1819 0.2695 -0.5974
O: 5.1762 0.0343 -1.5937
O: 4.6088 0.4967 0.7619
O: 0.8454 -1.2034 -0.9941
N: -2.7651 -0.5151 0.8153
N: 3.0383 -0.9031 -0.6064
N: -1.7095 -1.4468 -2.2964
N: -0.2134 0.2853 1.0466
C: 0.7399 2.5913 2.2256
C: 3.2292 -0.1118 3.0770
C: 1.0558 3.1854 -1.9444
C: -4.6336 -0.2147 2.8312
C: 2.3276 3.7163 -1.7530
C: 2.6342 1.1513 2.9635
C: -3.4170 -1.5828 1.3014
C: 3.3776 2.9105 -1.3265
C: -3.0889 -2.4484 -3.9843
C: 1.8741 -0.4323 -0.9406
C: -2.8409 -2.0708 -2.6735
C: -4.0260 0.8934 2.2687
C: -2.1611 -2.1606 -4.9703
C: 0.6449 -2.5274 1.7849
C: 0.7539 0.0552 1.8515
C: 3.0983 1.5803 -1.0948
C: 1.3564 -1.2696 2.1361
C: 1.4003 1.2710 2.4026
C: 2.5828 -1.3023 2.7321
C: -4.3343 -1.4737 2.3304
C: 0.7961 1.8406 -1.7026
C: -3.0838 0.7002 1.2771
C: -1.0009 -1.5121 -4.5994
C: -0.8179 -1.1882 -3.2685
C: 1.8371 1.0378 -1.2645
H: -4.2567 1.8945 2.6025
H: 3.1795 2.0268 3.2875
H: -0.2294 2.5994 2.7283
H: 0.8670 -3.2997 2.5209
H: -0.2324 -1.2626 -5.3161
H: 0.9951 -2.8704 0.8081
H: -4.0058 -2.9705 -4.2183
H: -4.8400 -2.3570 2.6925
H: 3.0768 -2.2468 2.9160
H: -0.4318 -2.3853 1.7244
H: -0.1998 1.4454 -1.8588
H: 4.2280 -0.1731 3.4906
H: 0.5526 2.7839 1.1688
H: 0.2574 3.8277 -2.2924
H: 0.0883 -0.7001 -2.9551
H: 1.3588 3.3866 2.6352
H: 4.3762 3.3051 -1.1960
H: -2.3416 -2.4464 -5.9977
H: -2.5365 1.5282 0.8505
H: 2.5044 4.7649 -1.9523
H: -5.3560 -0.1036 3.6289

Computed properties:
charge: +1



Table of energy above the lowest of the compared OMol25 structures with the same formula, charge and spin (kcal/mol), in record order: 30.6; 0.0; 81.2; 0.0